# 1
Entry from OMol25: 7 unconnected molecules or ions with the total composition C20H59ClN6O9 in a non-equilibrium geometry (ωB97M-V with the def2-TZVPD basis set).

Last column: Mulliken spin population.
Cartesian coordinates (Å):
1 H -2.721763 3.592782 -1.881656  0.0006
2 H 1.791127 2.273692 5.696334  0.0000
3 H -3.197463 -0.404748 3.625384  -0.0010
4 H -2.508483 -0.161228 -0.327506  0.0017
5 H 3.145007 3.171252 -0.380276  0.0000
6 H 1.355227 1.502152 -1.389336  0.0000
7 H 5.161097 0.303332 0.806654  0.0000
8 N -1.319013 -3.180558 0.433614  -0.0001
9 H -0.347103 -1.277378 3.552974  0.0000
10 H 3.817977 -3.341288 2.800644  0.0000
11 H -3.654093 1.143522 -2.480526  -0.0007
12 H -0.871673 1.212222 -2.274466  -0.0003
13 C 3.260397 -3.070358 1.904094  0.0000
14 O -6.777983 0.310792 0.280074  0.4697
15 O -4.863143 1.251642 0.836374  0.4240
16 O 0.963607 1.733032 3.880274  0.0000
17 H -0.716993 -2.771228 -2.868376  0.0000
18 C -1.766083 1.717102 -2.639456  0.0003
19 N -2.755173 0.709272 -2.327266  0.0020
20 H -0.996973 0.383822 -0.019566  -0.0003
21 H 4.700867 1.910992 0.305664  0.0000
22 O 3.913327 0.386242 -0.880056  0.0000
23 H 1.157127 1.445622 -6.373496  0.0000
24 H -0.084423 1.914222 0.455564  0.0002
25 H 1.153957 -2.518298 -4.268726  0.0000
26 C 1.709227 2.631372 4.669954  0.0000
27 H -1.172803 -5.697428 1.186744  0.0000
28 H 1.359057 3.659812 4.758154  0.0000
29 C -2.628273 0.129952 4.385794  0.0011
30 H -1.107513 3.438722 -1.878326  0.0002
31 H -1.367723 -1.246688 0.293574  0.0006
32 O 1.169477 -0.162868 -5.024196  0.0000
33 C -2.198333 3.602302 0.655374  0.0010
34 N 0.508957 1.102652 0.358814  0.0006
35 O -4.798503 -0.779148 -0.451986  0.0812
36 H -1.227143 -3.679838 -0.439526  0.0000
37 H -0.128213 0.741662 5.530234  0.0000
38 H -3.132803 1.027292 4.744044  0.0002
39 H -1.017973 2.783892 -4.354336  0.0000
40 H 1.180847 -3.346928 -1.900296  0.0000
41 H -1.703183 4.468112 0.215714  0.0004
42 H 2.571747 -2.777708 -2.519126  0.0000
43 O -2.012423 2.454372 -0.258926  -0.0022
44 H -1.939013 -0.098688 1.217494  -0.0001
45 H -2.625803 -0.006408 -3.028096  0.0000
46 H 0.503887 -5.709218 1.736184  0.0000
47 O 1.892117 -3.361368 2.155684  0.0000
48 C 0.970967 -2.805358 1.252454  0.0000
49 C 1.714787 1.366772 -0.369296  0.0000
50 H 0.879737 1.101122 1.298294  0.0000
51 H -2.184593 -3.650838 0.656564  0.0000
52 C 4.979417 0.926132 -0.069256  0.0000
53 H 2.195507 -0.691718 -0.681706  0.0000
54 H -2.635213 2.804262 -4.306486  0.0000
55 H 0.163197 -0.046288 2.847574  0.0000
56 H -1.666043 3.243282 1.536204  -0.0003
57 H -2.335843 -0.612458 5.128354  -0.0001
58 H 0.789837 -1.732758 1.182984  -0.0001
59 O -5.348213 -0.694698 1.763124  0.1030
60 H -0.834463 2.226172 4.926324  0.0000
61 C -0.378243 -3.648248 1.438804  0.0000
62 H -0.898253 -1.355428 -3.841186  0.0000
63 H 5.840087 0.832962 -0.731576  0.0000
64 H 0.029917 -5.225648 0.062764  0.0000
65 H 2.780337 0.040442 0.894964  0.0000
66 H 1.251977 -3.197968 0.275224  0.0000
67 H -0.779323 -3.668328 2.452134  0.0000
68 C 1.823987 0.810582 -5.790306  0.0000
69 Cl -5.446553 0.006682 0.606834  -0.0794
70 H 1.870197 0.186082 -2.998546  0.0000
71 C -0.386073 -1.736528 -2.957706  -0.0001
72 H 3.741067 -3.704248 1.158954  0.0000
73 C -0.260123 1.347232 4.633584  0.0000
74 H -0.331183 -1.242218 -1.987786  -0.0002
75 C -1.828673 2.099252 -4.105076  0.0005
76 N 1.636747 -2.513508 -2.243346  0.0000
77 C -0.219643 -5.172588 1.122484  0.0000
78 N -0.706463 -0.549038 2.952564  -0.0005
79 C 1.824267 -0.578398 -3.774156  0.0000
80 H 2.732407 2.773702 4.322194  0.0000
81 H 1.434957 3.464202 -0.031116  0.0000
82 H 2.375717 1.491792 -5.142516  0.0000
83 C -1.980173 2.834482 -1.630436  0.0000
84 H -1.527553 1.397252 2.956974  0.0021
85 H -1.988893 1.289822 -4.817286  0.0000
86 H 2.524257 2.886542 1.107244  0.0000
87 H 3.500617 -2.033018 1.671034  0.0000
88 N -1.694983 -0.291888 0.256654  -0.0031
89 H -3.274763 3.653472 0.819024  0.0006
90 C 1.076807 -1.841998 -3.417396  0.0000
91 H 2.829727 -0.913888 -4.028316  0.0000
92 C 2.657977 0.159232 -0.181606  0.0000
93 C -1.254693 0.617432 3.667984  -0.0016
94 C 2.246327 2.742482 0.063154  0.0000
95 H 2.414207 0.195162 -6.469276  0.0000

Cartesian forces (eV/Å) of the 3 atoms listed first:
H -1.085 -0.583 -0.006
H 0.015 -0.207 0.100
H -0.181 0.256 0.018

Maximum force: 6.69 eV Å⁻¹
2S+1: 2
Charge: +1
Kohn-Sham gap (spin up / spin down): 9.84 / 3.49 eV


# 2
Entry from OMol25: a molecular structure, C20H60ClO14Zr in a non-equilibrium geometry (ωB97M-V with the def2-TZVPD basis set).

Last column: Löwdin charge in e.
Cartesian coordinates (Å):
1 H -4.886945 0.059592 -1.537258  0.0877
2 C 4.383676 -0.269995 -2.348881  -0.3171
3 H 0.253057 -4.019804 -3.947090  0.1248
4 H -0.154176 -3.941213 0.347027  0.1328
5 H -4.868067 -3.828356 -2.769213  0.0888
6 H -3.825195 -0.478898 3.515154  0.0901
7 H -3.764717 4.543074 -2.199912  0.1072
8 C 0.696637 -0.397154 5.556700  -0.0674
9 H -5.992271 -1.778615 -2.595548  0.1268
10 H 1.420937 5.067082 1.857869  0.0621
11 H -1.940052 -3.001033 -4.745042  0.1229
12 C -4.400024 -0.915118 -1.568013  -0.1014
13 C 2.599408 -1.674457 -4.972279  -0.2570
14 H -1.866469 1.582778 -2.736831  0.0554
15 H 1.363149 -0.934108 -3.785537  0.1182
16 C -0.437208 -3.581038 -3.226596  -0.2146
17 H 1.831446 2.603705 1.959675  0.0772
18 H 2.106022 -1.830071 -6.948987  0.1185
19 Zr 2.396003 -2.764899 -1.630624  2.2238
20 H -1.947271 3.564719 -1.281813  0.1182
21 Cl 0.499997 0.309878 -0.360849  0.6632
22 C -4.904624 -1.847952 -2.613525  -0.3063
23 C -2.805792 -0.093269 3.500433  -0.0601
24 H 1.058840 -1.314589 5.092772  0.0667
25 C -1.125386 4.317345 3.632684  -0.2385
26 H 3.116038 -0.721030 -5.082585  0.1340
27 O 0.550425 1.762905 -0.503214  -0.2345
28 H -2.088742 3.495485 1.899439  0.0803
29 H -0.804188 2.727531 4.721579  0.0325
30 O 1.991538 -1.650476 -3.669223  -0.1975
31 O -4.350059 -3.144600 -2.338216  -0.0891
32 H -2.014924 -2.078791 -3.239386  0.0748
33 O 1.650772 -2.816386 0.435720  -0.2278
34 H 5.631020 0.329907 -0.716509  0.1104
35 H -4.545320 -1.454914 -3.564587  0.1042
36 H 5.158880 -0.224547 -3.113803  0.1556
37 H 5.005860 1.642789 -1.731468  0.1259
38 C 2.400620 4.655464 1.615207  -0.0612
39 O 0.227122 -2.946116 -2.114947  -0.2254
40 H 2.279361 0.852603 4.766284  0.1196
41 C -1.883958 -1.109482 2.877207  -0.3341
42 H -4.531479 -1.332107 -0.569548  0.0841
43 H -3.549376 1.825588 -3.239113  0.0883
44 O -0.733484 -0.257608 -0.758901  -0.3073
45 H 2.550914 4.751063 0.539857  0.0880
46 C -1.102203 3.860556 2.185040  -0.0740
47 O -2.192505 -2.373871 3.471265  -0.0594
48 H -1.777579 5.188406 3.695947  0.1304
49 H 1.734187 -4.004127 2.770322  0.0979
50 H 5.139760 -1.769618 -1.778262  0.1580
51 C -2.815274 2.990387 -1.605592  -0.3659
52 H -1.528789 -2.605723 4.124954  0.0786
53 C -1.345432 -2.597711 -3.925386  -0.0281
54 H -2.315269 2.981104 -3.686752  0.0890
55 C 0.933562 -4.334459 2.108527  -0.0346
56 H -2.526370 -0.065863 4.553658  0.0755
57 O 0.628326 -0.096231 1.000331  -0.3219
58 C -2.649798 2.326749 -2.881768  -0.0989
59 C 1.552690 -1.723814 -6.015904  -0.0504
60 H -3.342238 -0.666321 -1.653371  0.0382
61 O 0.633106 1.938706 5.205467  -0.0750
62 C 4.779700 0.663368 -1.309942  -0.0439
63 H -0.082420 -2.515018 1.511823  0.1071
64 H 0.097530 -4.613164 2.749996  0.1065
65 H 1.105084 -0.452448 6.565771  0.0915
66 H -0.860086 -0.835595 3.131727  0.0735
67 H 1.122455 2.297980 5.949144  0.1271
68 H 4.167802 2.035296 2.229529  0.0774
69 H 3.127144 5.321404 2.080818  0.0919
70 O 4.204797 -1.573545 -1.873105  -0.1763
71 H 3.285226 -2.477875 -5.241097  0.1437
72 H -0.867071 4.601934 1.421383  0.0811
73 H -1.053296 -4.363430 -2.783426  0.1453
74 C 0.436384 -3.356207 1.052082  -0.1824
75 H -0.355112 3.112748 1.919080  0.0470
76 C 1.194031 0.757902 4.731949  -0.3162
77 H -0.391771 -0.396643 5.615648  0.0755
78 O -3.961996 3.775466 -1.658193  -0.0009
79 H 0.962991 -0.807290 -5.997417  0.1076
80 H 2.620311 3.290835 3.325935  0.1156
81 C 2.613514 3.310838 2.236138  -0.3169
82 H -2.904435 2.224706 -0.834948  0.1120
83 H -0.159889 4.741669 3.908129  0.1180
84 H 0.912983 -2.602529 -5.933830  0.0898
85 H -0.589404 -2.728841 -1.659235  0.1161
86 H -2.876760 0.902120 3.061952  0.0757
87 H -2.023211 -1.082375 1.796473  0.0981
88 H 1.254920 -5.297845 1.712678  0.0928
89 H 3.960618 0.979859 -0.664161  0.0842
90 O 3.916218 2.882222 1.853990  -0.0612
91 H 0.863560 0.684214 3.695865  0.0934
92 O -1.570898 3.250246 4.475576  0.0319
93 H 3.527779 0.142969 -2.882728  0.1227
94 H 2.038908 -2.411442 1.214807  0.1317
95 O 1.482306 -0.429055 -1.068583  -0.4273
96 H -0.756080 -1.765523 -4.310414  0.0653

Cartesian forces (eV/Å) of the 3 atoms listed first:
H -0.322 -0.089 -0.347
C -0.182 3.945 -2.815
H 0.415 0.003 0.371

Maximum force: 7.08 eV Å⁻¹
Charge: +3
Kohn-Sham gap: 1.64 eV
Relative energy (zero: lowest compared OMol25 entry of this formula, charge and spin): 110.5 kJ/mol


Question: The highest maximum force belongs to which entry?
Answer: C20H60ClO14Zr


Question: Which formula does entry 1 have?
Answer: C20H59ClN6O9


Question: The highest maximum force belongs to which entry?
Answer: C20H60ClO14Zr